[1]
{
  "formula": "C20H25Cl2DyP",
  "method": "wB97M-V/def2-TZVPD",
  "symbols": ["Dy", "Cl", "Cl", "C", "H", "H", "C", "C", "H", "C", "H", "C", "H", "H", "C", "H", "H", "C", "H", "H", "H", "H", "C", "P", "C", "C", "C", "C", "C", "C", "C", "C", "C", "C", "C", "C", "H", "H", "H", "H", "H", "H", "H", "H", "H", "H", "H", "H", "H"],
  "positions_angstrom": [[0.1207, 2.0893, 0.8990], [-0.4982, 3.7421, -0.8129], [1.3042, 2.8961, 2.8598], [1.1952, 0.0542, -0.2479], [1.7582, -0.3958, -1.0652], [1.7475, 0.9223, 0.1846], [-0.9929, 0.2783, -2.5066], [0.0591, -0.4776, -2.8990], [-1.5620, 0.0536, -1.5928], [1.0488, 0.0190, -3.9032], [0.2841, -1.4287, -2.4088], [0.7999, 1.5050, -4.2426], [2.0847, -0.1444, -3.5635], [0.8733, -0.5917, -4.7956], [-0.6934, 1.8209, -4.4848], [1.1864, 2.1175, -3.4069], [1.3735, 1.7663, -5.1398], [-1.6241, 1.3229, -3.3609], [-0.8185, 2.9032, -4.6056], [-0.9945, 1.3590, -5.4300], [-1.9510, 2.1690, -2.7339], [-2.5410, 0.9147, -3.8402], [0.1223, -2.7642, 0.1560], [0.3447, -1.0975, 0.7504], [-1.2745, -0.5333, 1.3040], [-2.4583, -1.1394, 0.8505], [-3.6969, -0.6157, 1.2131], [-3.7871, 0.5111, 2.0423], [-2.6336, 1.1443, 2.5158], [-1.3714, 0.5947, 2.1791], [1.4219, -1.2284, 2.1780], [0.9499, -1.0616, 3.4787], [1.8679, -0.7124, 4.4637], [3.2341, -0.6650, 4.1547], [3.7068, -1.0011, 2.8746], [2.7901, -1.3270, 1.8791], [-0.6134, -2.7897, -0.6540], [-0.1737, -3.4207, 0.9992], [1.1021, -3.0713, -0.2420], [-2.4089, -2.0379, 0.2373], [-4.6128, -1.1044, 0.8691], [-4.7685, 0.9016, 2.3222], [-2.6801, 2.0087, 3.2027], [-0.4812, 0.9357, 2.7595], [-0.1180, -1.0926, 3.6897], [1.5223, -0.4387, 5.4583], [3.9543, -0.4072, 4.9339], [4.7803, -1.0051, 2.6379], [3.1219, -1.4784, 0.8429]],
  "charge": -1,
  "homo_lumo_gap_ha": [0.1534, 0.1747],
  "spin_multiplicity": 6,
  "lumo_ev": [2.75, 2.77]
}

---

[2]
{
  "formula": "C4H12N2O",
  "method": "wB97M-V/def2-TZVPD",
  "symbols": ["C", "C", "O", "C", "N", "C", "N", "H", "H", "H", "H", "H", "H", "H", "H", "H", "H", "H", "H"],
  "positions_angstrom": [[-0.7545, 0.2119, -1.8830], [-1.0604, 0.5012, -0.3993], [-1.8139, -0.6294, 0.1529], [0.2595, 0.5745, 0.4226], [-0.0037, 1.1526, 1.9066], [1.2810, -0.4726, 0.4947], [1.9525, -1.1580, -0.6609], [-1.4217, -0.4487, -2.3460], [-0.8587, 1.0116, -2.5804], [0.1376, -0.3843, -2.1464], [-1.8351, 1.3246, -0.1929], [-1.2838, -1.0115, 0.8115], [0.8972, 1.5109, -0.0204], [-0.9433, 1.5115, 1.7506], [-0.0595, 0.3956, 2.4603], [0.9330, -1.4291, 1.0288], [2.0062, -0.0007, 1.1245], [2.7888, -1.8429, -0.3563], [2.1547, -0.4528, -1.2860]],
  "charge": 0,
  "relative_energy_kcal_mol": 81.0,
  "homo_lumo_gap_ha": 0.3764,
  "lumo_ev": 0.89
}

---

[3]
{
  "formula": "C5H12NO",
  "method": "wB97M-V/def2-TZVPD",
  "symbols": ["C", "C", "C", "C", "C", "N", "O", "H", "H", "H", "H", "H", "H", "H", "H", "H", "H", "H", "H"],
  "positions_angstrom": [[1.2892, -0.1839, -0.1057], [-0.5195, 0.5617, 0.5654], [2.6254, 0.0836, 0.2045], [0.9302, -1.6836, -0.1347], [-2.9542, 0.4631, 0.2369], [-1.6068, 0.5338, -0.4513], [3.1545, 1.2820, 0.0702], [0.8311, 0.4590, -0.9301], [-0.1874, 1.5545, 0.8079], [3.2755, -0.6578, 0.6801], [-0.0374, -1.8202, -0.4795], [1.1413, -2.2380, 0.7789], [1.5148, -2.2621, -0.7487], [-3.1839, -0.4040, 0.8143], [-3.3851, 1.3494, 0.8797], [-3.8418, 0.5225, -0.5588], [-1.5581, 1.3908, -1.0383], [-1.4980, -0.3841, -0.9732], [4.0104, 1.4334, 0.3825]],
  "charge": 1,
  "relative_energy_kcal_mol": 148.8,
  "homo_lumo_gap_ha": [0.2824, 0.2668],
  "lumo_ev": [-4.59, -4.57]
}

---

[4]
{
  "formula": "CHN6",
  "method": "wB97M-V/def2-TZVPD",
  "symbols": ["C", "N", "N", "N", "N", "N", "N", "H"],
  "positions_angstrom": [[0.1731, 0.1264, 0.4003], [-0.8411, -2.8691, 1.7164], [0.7295, 1.2881, 0.5250], [1.2742, 2.0671, 1.2728], [1.7805, 2.9343, 1.7474], [-0.4453, -1.8730, 1.4349], [0.0393, -0.7670, 1.3574], [-0.1971, -0.0668, -0.6132]],
  "charge": 1,
  "relative_energy_kcal_mol": 0.8,
  "homo_lumo_gap_ha": 0.3540,
  "lumo_ev": -6.68
}

---

[5]
{
  "formula": "C12H10F10N7O24S10V",
  "method": "wB97M-V/def2-TZVPD",
  "symbols": ["V", "N", "S", "O", "O", "F", "S", "O", "O", "F", "N", "S", "O", "O", "F", "S", "O", "O", "F", "N", "S", "O", "O", "F", "S", "O", "O", "F", "N", "S", "O", "O", "F", "S", "O", "O", "F", "N", "S", "O", "O", "F", "S", "O", "O", "F", "C", "C", "C", "C", "C", "C", "N", "O", "O", "H", "H", "H", "H", "H", "C", "C", "C", "C", "C", "C", "N", "O", "O", "H", "H", "H", "H", "H"],
  "positions_angstrom": [[-0.2644, 0.2591, -0.5720], [-0.5444, 4.0558, -2.4204], [0.0441, 3.8499, -3.8958], [0.3375, 2.4932, -4.2325], [0.9433, 4.8383, -4.4011], [-1.2966, 4.2294, -4.6744], [0.7830, 3.6624, -1.5477], [2.0836, 4.0066, -1.9975], [0.5628, 2.4071, -0.8559], [0.6188, 4.6736, -0.3516], [-2.2695, 4.1716, 0.6951], [-2.2172, 2.7076, 1.4189], [-2.0187, 2.5012, 2.8058], [-1.4737, 1.8267, 0.5417], [-3.6936, 2.2884, 1.1722], [-1.9347, 5.1151, 1.9517], [-0.5747, 5.0495, 2.3989], [-2.9345, 5.2272, 2.9631], [-1.9748, 6.5046, 1.1701], [-3.6896, 2.4090, -2.0823], [-2.9271, 1.1324, -2.6952], [-3.6540, -0.0048, -3.1082], [-1.6337, 0.9080, -2.0725], [-2.4768, 1.7696, -4.0432], [-5.1319, 1.8356, -1.6992], [-5.1243, 0.7528, -0.7734], [-6.0300, 1.7703, -2.8079], [-5.6852, 3.0775, -0.8877], [1.0579, -0.0663, -2.0582], [2.7540, 0.0709, -1.9786], [3.2198, 1.3551, -2.3122], [3.4964, -1.0794, -2.3564], [2.8016, 0.0051, -0.3950], [0.9987, -0.8446, -3.5229], [1.0375, -2.2527, -3.3942], [1.7143, -0.1985, -4.5577], [-0.4744, -0.4821, -3.8744], [-1.6302, -1.0002, 0.1048], [-2.1834, -2.4261, -0.7023], [-3.5793, -2.4378, -0.9006], [-1.4689, -3.6071, -0.4202], [-1.6207, -1.8977, -2.0654], [-2.4308, -1.1424, 1.5191], [-2.4439, -2.4933, 1.9836], [-3.5837, -0.3588, 1.6704], [-1.3703, -0.4596, 2.4849], [3.8542, -0.0511, 5.0724], [2.7217, 0.6863, 5.3850], [1.8632, 1.1164, 4.3875], [2.1339, 0.7613, 3.0858], [3.1973, -0.0371, 2.7575], [4.0805, -0.4268, 3.7578], [1.2386, 1.2794, 2.0672], [0.7934, 2.3657, 2.1815], [0.9167, 0.4694, 1.1758], [4.4583, -0.4620, 5.8717], [2.5670, 1.0469, 6.3944], [0.9481, 1.6491, 4.6106], [3.4429, -0.4380, 1.7855], [4.8310, -1.1821, 3.5668], [1.5101, -6.8431, -0.8026], [1.5577, -5.7384, -1.6362], [1.4538, -4.4538, -1.1393], [1.2013, -4.2755, 0.2050], [1.1657, -5.3456, 1.0725], [1.2926, -6.6222, 0.5547], [1.0944, -2.9183, 0.7222], [1.1652, -2.7677, 1.9228], [0.9664, -2.0015, -0.0747], [1.5899, -7.8746, -1.1163], [1.7369, -5.9144, -2.6898], [1.6685, -3.6006, -1.7678], [1.1177, -5.2008, 2.1415], [1.3149, -7.4232, 1.2845]],
  "charge": -2,
  "relative_energy_kcal_mol": 0.0,
  "homo_lumo_gap_ha": [0.2569, 0.2716],
  "spin_multiplicity": 3,
  "lumo_ev": [2.02, 2.42]
}

---

[6]
{
  "formula": "C45H108N7O6",
  "method": "wB97M-V/def2-TZVPD",
  "symbols": ["N", "O", "O", "O", "C", "N", "C", "C", "C", "C", "O", "H", "H", "H", "H", "H", "H", "H", "H", "H", "H", "H", "H", "H", "H", "C", "C", "C", "N", "C", "C", "C", "C", "C", "H", "H", "H", "H", "H", "H", "H", "H", "H", "H", "H", "H", "H", "H", "H", "H", "H", "H", "C", "C", "C", "N", "C", "C", "C", "C", "C", "H", "H", "H", "H", "H", "H", "H", "H", "H", "H", "H", "H", "H", "H", "H", "H", "H", "H", "C", "C", "C", "N", "C", "C", "C", "C", "C", "H", "H", "H", "H", "H", "H", "H", "H", "H", "H", "H", "H", "H", "H", "H", "H", "H", "H", "C", "C", "N", "C", "C", "C", "C", "C", "O", "C", "H", "H", "H", "H", "H", "H", "H", "H", "H", "H", "H", "H", "H", "H", "H", "H", "H", "H", "H", "H", "C", "C", "N", "C", "C", "C", "C", "C", "O", "C", "H", "H", "H", "H", "H", "H", "H", "H", "H", "H", "H", "H", "H", "H", "H", "H", "H", "H", "H", "H"],
  "positions_angstrom": [[17.8414, 10.7272, 14.4816], [16.6546, 11.0711, 14.6065], [18.7856, 11.5102, 14.4224], [18.0502, 9.5176, 14.4783], [13.7668, 14.2111, 13.4856], [12.7184, 13.2388, 14.0322], [12.5728, 12.0259, 13.1279], [13.3297, 12.7315, 15.3633], [11.3822, 13.8873, 14.3717], [10.4878, 14.4557, 13.2360], [10.9462, 15.7236, 12.8057], [13.2615, 14.5698, 12.5890], [14.5557, 13.4995, 13.2419], [14.0396, 14.9062, 14.2796], [11.8665, 11.3156, 13.5578], [13.5380, 11.5207, 13.0938], [12.1728, 12.4581, 12.2107], [13.4611, 13.5934, 16.0175], [14.3310, 12.3364, 15.1919], [12.6570, 11.9730, 15.7636], [11.6130, 14.5952, 15.1677], [10.8590, 13.0763, 14.8783], [9.5149, 14.6241, 13.6979], [10.1989, 13.7339, 12.4720], [10.6472, 16.3544, 13.4646], [14.1387, 3.1747, 11.8218], [14.0031, 4.5134, 11.1150], [15.2965, 5.4002, 11.2622], [15.4088, 6.7732, 10.5489], [14.8514, 6.7626, 9.0912], [14.6789, 7.8097, 11.4218], [15.7664, 8.6682, 12.1054], [17.0715, 7.9229, 11.8578], [16.8339, 7.2864, 10.4918], [14.4895, 3.4254, 12.8229], [14.6954, 2.4200, 11.2663], [13.1824, 2.6795, 11.9902], [13.1257, 5.0634, 11.4550], [13.8386, 4.2925, 10.0604], [16.1753, 4.8658, 10.9012], [15.5780, 5.6082, 12.2945], [13.8051, 6.4572, 9.0888], [15.4867, 6.0655, 8.5448], [14.8318, 7.7443, 8.6180], [14.0905, 8.4137, 10.7310], [14.0101, 7.2900, 12.1078], [15.8356, 9.6442, 11.6251], [15.5701, 8.8341, 13.1647], [18.0126, 8.4678, 11.9316], [17.1005, 7.1511, 12.6270], [16.8615, 8.0372, 9.7021], [17.5000, 6.4965, 10.1446], [22.1614, 3.1929, 16.6775], [21.2950, 4.3933, 16.2394], [21.8482, 5.7381, 16.7566], [20.9261, 6.9722, 16.6433], [20.4508, 7.1851, 15.1922], [21.6265, 8.2514, 17.2004], [20.5916, 9.1572, 17.7469], [19.3156, 8.2481, 17.9183], [19.8857, 6.8081, 17.7575], [23.2363, 3.3716, 16.6487], [21.9991, 2.3112, 16.0575], [21.7683, 2.9538, 17.6656], [20.2516, 4.2585, 16.5245], [21.4054, 4.5370, 15.1646], [22.7830, 6.0221, 16.2734], [22.0922, 5.6127, 17.8116], [19.6467, 6.4742, 15.0022], [21.3026, 6.9244, 14.5640], [20.0504, 8.1961, 15.1172], [22.2991, 8.5742, 16.4057], [22.3357, 7.9621, 17.9759], [20.4280, 9.8754, 16.9434], [20.8689, 9.7654, 18.6079], [18.6143, 8.4545, 17.1098], [18.7118, 8.2418, 18.8258], [19.2190, 6.0047, 17.4440], [20.3448, 6.4687, 18.6860], [17.5331, 16.1119, 21.1445], [17.3100, 15.0802, 20.0114], [18.4551, 14.9622, 18.9308], [18.3939, 13.7622, 17.9648], [19.4382, 14.0225, 16.8721], [18.6084, 12.4606, 18.7248], [17.7568, 11.4491, 18.0564], [16.4505, 12.1143, 17.7582], [17.0042, 13.4860, 17.2864], [16.6747, 16.1201, 21.8162], [17.7160, 17.1190, 20.7697], [18.3521, 15.7833, 21.7843], [16.4571, 15.3988, 19.4121], [16.9697, 14.1503, 20.4671], [19.3819, 14.8216, 19.4870], [18.5806, 15.8968, 18.3841], [19.2540, 13.3238, 16.0560], [20.4692, 14.0620, 17.2236], [19.1578, 14.9995, 16.4784], [19.6321, 12.0954, 18.6426], [18.2572, 12.5377, 19.7538], [18.2440, 11.1308, 17.1348], [17.6452, 10.5151, 18.6070], [15.7854, 11.6236, 17.0475], [15.9246, 12.2115, 18.7080], [17.0777, 13.4928, 16.1989], [16.3777, 14.3432, 17.5332], [22.2021, 11.8907, 15.6639], [23.4504, 11.2646, 14.9229], [24.8629, 11.6491, 15.4549], [25.9743, 11.2714, 14.4885], [24.9234, 13.1736, 15.6055], [24.3767, 13.9471, 14.3614], [25.1478, 10.9828, 16.8521], [26.5622, 11.1994, 17.4356], [27.5557, 10.3784, 16.7910], [27.6174, 9.0436, 17.1572], [22.1063, 11.4170, 16.6409], [21.3330, 11.7581, 15.0196], [22.4441, 12.9277, 15.8967], [23.4319, 11.4880, 13.8562], [23.4601, 10.1764, 14.9846], [26.0428, 10.1836, 14.4946], [26.9223, 11.7166, 14.7903], [25.7497, 11.7344, 13.5276], [25.9845, 13.4201, 15.6417], [24.4494, 13.5868, 16.4958], [24.9125, 13.6782, 13.4511], [24.5546, 15.0030, 14.5652], [23.3180, 13.7897, 14.1554], [24.8664, 9.9302, 16.8204], [24.4558, 11.5251, 17.4964], [26.6712, 11.1532, 18.5191], [26.9144, 12.1870, 17.1377], [27.8882, 8.8562, 18.1962], [28.3480, 8.5030, 16.5554], [26.6427, 8.6015, 16.9505], [17.8210, 11.8680, 11.3673], [19.0067, 12.9415, 11.6568], [18.5409, 14.3454, 11.9768], [17.6174, 14.7816, 10.7886], [17.8230, 14.4609, 13.3441], [17.2421, 15.8854, 13.7227], [19.7905, 15.3803, 11.9238], [20.7719, 15.2440, 13.0861], [20.4862, 16.1078, 14.2298], [21.3468, 15.9565, 15.3279], [18.2801, 10.9066, 11.1369], [17.3255, 12.1010, 10.4248], [17.1074, 11.7564, 12.1836], [19.5896, 13.0755, 10.7455], [19.6214, 12.7159, 12.5282], [16.7558, 14.1146, 10.7639], [18.2313, 14.9174, 9.8982], [17.3502, 15.7715, 11.1585], [18.5628, 14.2567, 14.1181], [17.0691, 13.6766, 13.4121], [16.5946, 16.3521, 12.9804], [18.1112, 16.4475, 14.0646], [16.6784, 15.7378, 14.6439], [19.1847, 16.2863, 11.9086], [20.2768, 15.1632, 10.9728], [21.6770, 15.7491, 12.7490], [21.0719, 14.2158, 13.2879], [22.3112, 16.3653, 15.0264], [21.3660, 14.8906, 15.5550], [21.0471, 16.5672, 16.1795]],
  "charge": 4,
  "homo_lumo_gap_ha": [0.0856, 0.2805],
  "spin_multiplicity": 2,
  "lumo_ev": [-6.98, -7.05]
}

---

Result set for M: 529.8, 104.2, 102.2, 97.1, 1197.8, 843.4 g/mol, one per record in the order listed.
Result set for strongest force on any atom: 2.326, 6.021, 5.129, 4.122, 4.013, 4.332 eV/Å, one per record in the order listed.